(1)
13
Properties=species:S:1:pos:R:3:forces:R:3:lowdin_charge:R:1 method="wB97M-V/def2-TZVPD" mol_weight_g_mol=118.1 orbital_gap_ev="7.0 / 8.2" energy_ev=-24380.5724 multiplicity=1 relative_energy_kcal_mol=88.33
C 2.0875 0.1858 -0.8405 -1.81 1.34 1.70 -0.268
C -0.4857 0.8858 -0.6878 -0.25 1.49 0.47 -0.488
C 0.7848 0.3512 0.0170 -0.59 -1.65 -1.10 -0.895
C 0.5974 -0.7008 1.0956 -1.01 -1.50 2.35 -0.137
P -2.2164 1.5106 0.1308 1.45 -1.75 0.43 0.716
S 2.0637 1.5001 0.3380 1.37 0.46 -0.65 0.866
H 2.2605 0.2993 -1.9127 -0.13 -0.06 0.33 0.048
H -0.1094 1.7135 -1.3511 -0.80 -0.78 0.44 0.058
H -0.9952 0.1238 -1.2444 0.31 -0.71 -0.79 0.023
H 0.8916 -1.7597 0.8748 -0.20 1.02 -0.51 0.084
H -0.4601 -0.8063 1.5518 1.33 0.52 -1.17 0.075
H 1.1954 -0.4818 2.0108 -0.19 0.12 -0.77 0.066
H -2.5855 0.1618 0.7521 0.54 1.51 -0.72 -0.149

=====

(2)
12
Properties=species:S:1:pos:R:3:forces:R:3:lowdin_charge:R:1 method="wB97M-V/def2-TZVPD" mol_weight_g_mol=56.1 orbital_gap_ev=10.6 energy_ev=-4276.1926 smiles="C=CCC" multiplicity=1 relative_energy_kcal_mol=23.08
C 0.4451 1.6403 0.8859 -2.18 -0.26 -0.79 -0.027
C -0.3520 0.5301 0.5730 2.90 1.57 1.01 -0.166
C 0.4034 -0.6512 -0.1143 -2.46 -0.82 3.08 -0.295
C -0.4740 -1.3024 -1.1519 -0.89 1.47 -0.78 -0.144
H 1.5104 1.6234 0.5855 -0.75 -0.07 0.11 0.042
H 0.1117 2.6973 1.2443 0.25 -2.37 -0.28 0.071
H -1.3945 0.3474 0.9320 0.90 0.57 -0.59 0.100
H 0.4817 -1.4919 0.6670 0.44 1.27 -0.72 0.126
H 1.3685 -0.2938 -0.3516 0.97 0.03 -0.75 0.073
H -0.8434 -0.5570 -1.8783 0.47 -0.15 -0.08 0.073
H -1.4328 -1.5594 -0.6518 0.79 -0.76 -0.35 0.080
H 0.0639 -2.0661 -1.7033 -0.44 -0.49 0.14 0.068

=====

(3)
12
Properties=species:S:1:pos:R:3:forces:R:3:lowdin_charge:R:1 method="wB97M-V/def2-TZVPD" mol_weight_g_mol=56.1 orbital_gap_ev=5.7 energy_ev=-4270.3442 multiplicity=1 relative_energy_kcal_mol=157.94
C 0.7701 -0.3884 -1.4574 3.76 -4.88 -0.15 0.000
C 0.0868 0.7766 -1.2841 1.65 5.24 3.35 -0.597
C -1.1771 0.2907 -1.1569 -5.29 0.46 0.40 -0.052
C 0.5726 2.0447 -0.8641 -2.49 -1.96 -0.07 0.144
H 1.3715 -0.8965 -0.5703 -1.42 1.29 -1.52 0.115
H 0.4963 -1.1668 -2.1604 0.23 0.58 -0.63 0.046
H -0.0902 -3.2222 5.2701 0.51 0.84 0.61 0.000
H -2.1029 0.9781 -1.3928 1.73 -1.56 -0.60 0.095
H -1.5021 -0.7185 -0.8055 0.78 1.26 0.37 0.068
H -0.3306 2.6670 -0.4750 2.20 -0.41 -0.88 0.104
H 0.2504 -2.6592 5.6821 -0.51 -0.84 -0.61 0.000
H 1.6551 2.2945 -0.7857 -1.14 -0.02 -0.27 0.076

=====

(4)
12
Properties=species:S:1:pos:R:3:forces:R:3:lowdin_charge:R:1 method="wB97M-V/def2-TZVPD" mol_weight_g_mol=56.1 orbital_gap_ev=11.0 energy_ev=-4277.0326 smiles="C=CCC" multiplicity=1 relative_energy_kcal_mol=3.71
C -1.9813 -0.0100 -0.2374 0.22 0.25 -0.18 -0.005
C -0.8524 -0.2368 0.4238 0.02 0.01 -0.24 -0.214
C 0.4081 0.5609 0.3115 0.12 0.18 -0.38 -0.284
C 1.5693 -0.2723 -0.2353 0.27 -0.30 -0.45 -0.123
H -2.0809 0.8334 -0.9256 0.10 -0.16 0.23 0.059
H -2.8441 -0.6532 -0.1554 -0.04 -0.10 0.12 0.045
H -0.7548 -1.1015 1.0645 -0.23 -0.22 0.18 0.096
H 0.6755 0.9709 1.2866 0.02 0.04 0.07 0.104
H 0.2515 1.4004 -0.3693 -0.09 0.10 0.10 0.102
H 1.2898 -0.7148 -1.2149 0.20 0.29 0.51 0.081
H 1.8324 -1.1057 0.4261 -0.11 0.12 -0.03 0.067
H 2.4869 0.3287 -0.3746 -0.47 -0.19 0.05 0.072

=====

(5)
19
Properties=species:S:1:pos:R:3:forces:R:3:mulliken_spin:R:1 method="wB97M-V/def2-TZVPD" mol_weight_g_mol=697.7 orbital_gap_ev="5.9 / 4.0" energy_ev=-294387.9017 total_charge=+2 multiplicity=3 relative_energy_kcal_mol=0.00
Ag -3.7221 -1.4022 -0.1302 0.34 0.40 -0.06 0.012
Pt -4.4921 1.4288 -1.0576 1.31 -0.31 0.33 0.943
F -2.5744 0.7039 -0.4831 -1.75 -0.18 -0.28 0.045
Br 1.9471 3.6578 -0.8561 0.19 -0.59 0.48 0.351
C 0.7536 2.5646 0.2375 -0.92 -0.20 -0.36 -0.016
C 1.5179 1.8997 1.3210 0.69 0.23 0.44 -0.023
Br 3.0192 0.9803 0.4042 -0.31 0.36 0.12 0.591
H 0.3044 1.8488 -0.4463 0.01 0.05 -0.05 0.008
H -0.0408 3.1798 0.6584 0.14 0.25 -0.09 0.002
H 0.9973 1.1480 1.9126 -0.13 -0.15 -0.32 0.006
H 1.9438 2.6278 2.0104 0.32 -0.16 -0.11 -0.005
Br 1.2542 -2.0993 1.4076 -0.26 0.65 -0.43 0.086
C 0.1115 -1.6156 -0.1560 0.78 -0.30 0.75 -0.004
C -0.3508 -2.8987 -0.8262 -0.04 0.65 -0.54 0.000
Br 1.1105 -3.9132 -1.5772 -0.04 0.03 0.12 0.000
H 0.7420 -0.9856 -0.7779 0.10 -0.34 -0.27 0.005
H -0.6584 -0.9489 0.2355 -0.33 -0.39 0.05 0.000
H -0.9419 -2.6208 -1.7020 -0.18 -0.05 0.08 0.000
H -0.9210 -3.5553 -0.1746 0.07 0.03 0.13 0.001

=====

(6)
16
Properties=species:S:1:pos:R:3:forces:R:3:mulliken_spin:R:1 method="wB97M-V/def2-TZVPD" mol_weight_g_mol=301.1 orbital_gap_ev="10.0 / 4.5" energy_ev=-14080.7400 total_charge=+2 multiplicity=4 relative_energy_kcal_mol=37.23
O -1.8114 1.3133 -0.0447 2.31 -0.67 -0.18 0.176
C -0.7291 0.6560 -0.0275 -5.41 -0.89 0.37 0.702
Au 1.9351 0.6781 -0.1462 3.03 -1.56 -0.36 0.884
O 0.3805 1.1187 -0.1935 -14.74 5.53 -1.01 0.196
C -3.1175 0.6354 -0.0185 -2.72 -0.65 0.18 0.038
H -3.6252 1.0727 0.8474 0.14 0.15 -0.34 0.001
H -3.5997 0.9334 -0.9557 0.21 0.25 0.29 0.004
C -2.9574 -0.8614 0.0954 -1.33 -0.98 0.05 -0.013
H -2.6622 -1.1867 -0.9155 1.89 -0.46 0.85 0.012
H -3.7301 -1.7142 0.1369 -0.76 2.31 -0.17 0.012
O 3.5262 0.5947 -0.0151 14.52 -2.90 0.89 0.777
C 4.5435 -0.3447 0.0130 2.00 -0.69 0.08 0.036
H 4.4891 -0.9966 0.9077 -0.34 0.51 0.09 0.060
H 4.5310 -1.0100 -0.8723 -0.41 0.51 -0.08 0.054
H 5.5355 0.1448 0.0334 -0.29 0.13 0.05 0.045
H -2.7084 -1.0335 1.1552 1.92 -0.58 -0.71 0.013

=====

(7)
29
Properties=species:S:1:pos:R:3:forces:R:3:lowdin_charge:R:1 method="wB97M-V/def2-TZVPD" mol_weight_g_mol=418.0 orbital_gap_ev=8.3 energy_ev=-41642.3926 total_charge=-2 multiplicity=1
Rb 0.0801 -0.7209 -0.5531 -0.75 -0.99 0.08 1.079
B 1.7914 -4.0142 0.4475 0.04 0.03 -0.12 -1.234
F 2.4387 -4.9936 -0.3382 0.01 0.19 0.02 0.070
F 0.7642 -3.3940 -0.3180 0.24 -0.11 0.04 -0.020
F 1.2987 -4.5917 1.6113 0.04 0.11 -0.09 0.116
F 2.7207 -2.9776 0.7778 0.08 0.03 -0.02 0.034
B -3.6480 -0.0930 -2.5181 -0.10 -0.24 0.03 -1.226
F -4.1092 -0.8845 -3.5889 0.00 0.22 0.11 0.077
F -4.4883 -0.1906 -1.4091 0.14 0.01 -0.20 0.108
F -2.3248 -0.5311 -2.1835 0.17 0.22 0.11 -0.020
F -3.5729 1.2631 -2.9184 0.11 0.14 -0.13 0.053
B -2.9710 -3.3476 1.0063 -0.14 -0.57 0.29 -1.227
F -1.8178 -2.5535 0.7924 0.05 0.33 -0.07 0.018
F -4.0655 -2.5327 1.3402 0.02 0.12 -0.02 0.079
F -3.2601 -4.1113 -0.1393 0.08 0.17 0.13 0.085
F -2.7233 -4.2259 2.1026 -0.01 0.17 -0.19 0.049
C 1.3626 3.8817 0.4020 -0.39 -0.67 0.55 -0.143
C 2.7945 3.4056 0.6713 0.31 0.04 -0.27 -0.166
C 2.7416 1.9313 0.2585 0.01 1.02 -0.52 -0.202
O 1.4516 1.5171 0.6432 0.16 -1.01 0.85 -0.250
C 0.5218 2.5730 0.5890 0.35 1.14 -1.15 -0.195
H 1.2012 4.2499 -0.6086 0.28 0.12 -0.03 0.106
H 1.0633 4.6487 1.1135 -0.08 0.08 -0.09 0.101
H 3.0745 3.4962 1.7215 -0.19 0.01 0.06 0.110
H 3.5201 3.9793 0.0907 0.05 -0.11 0.02 0.106
H 3.4954 1.2861 0.7010 -0.11 -0.05 0.19 0.129
H 2.8625 1.8956 -0.8376 -0.11 -0.23 0.07 0.125
H -0.1303 2.6346 1.4575 0.15 -0.44 0.15 0.125
H -0.0715 2.4001 -0.3132 -0.42 0.24 0.18 0.113

=====

(8)
16
Properties=species:S:1:pos:R:3:forces:R:3:lowdin_charge:R:1 method="wB97M-V/def2-TZVPD" mol_weight_g_mol=166.5 orbital_gap_ev=6.6 energy_ev=-39144.8239 multiplicity=1 relative_energy_kcal_mol=42.51
B -0.9681 -0.7532 0.3131 0.48 -0.67 -0.78 -0.993
C -1.1095 0.1846 -1.0555 0.39 -0.97 0.11 -0.121
C 0.2044 1.0099 -1.0603 0.17 -1.52 -1.77 -0.200
C 0.4981 -0.6050 0.6796 -0.17 -1.27 0.14 -0.612
C 1.0925 0.5004 0.0080 1.16 1.20 1.89 -0.655
S -1.5758 -2.4864 0.4485 -0.56 -1.37 0.11 0.701
S 1.7192 1.7335 1.3092 0.77 0.11 -0.41 0.780
Cl 1.5480 -1.7010 1.4225 -0.33 0.27 0.27 0.820
H -1.3342 -0.4144 -1.9595 0.59 0.27 0.40 0.101
H -1.9951 0.7564 -0.8727 -0.31 0.79 -0.20 0.075
H 0.8250 0.9738 -1.9868 -0.90 -0.01 0.28 0.138
H 0.0809 1.9984 -0.8272 -0.80 2.67 0.08 0.066
H -1.4575 -0.0735 1.1427 -0.36 0.57 1.03 0.128
H 2.0676 0.1933 -0.2777 1.00 -0.14 -0.71 0.082
H -0.4244 -3.2203 0.4221 -0.46 0.57 -0.10 -0.175
H 0.8291 1.9035 2.2940 -0.67 -0.51 -0.33 -0.135